Entry from the OMol25 dataset: a molecular structure, C6H8S2 in a non-equilibrium geometry (the ωB97M-V functional and the def2-TZVPD basis).

Its HOMO energy is -8.47 eV. Its total energy is -1029.7520 hartree. For the orbital gap, the calculation gives 8.6 eV. The lowest unoccupied orbital energy comes out at 0.004 Ha. Its energy relative to the best compared isomer or geometry (same formula, charge and spin) is 1.063 eV. The calculation puts the strongest force on any atom at 2.4 eV/A.

Geometry as XYZ:
```
16
C6H8S2 | the OMol25 dataset | the ωB97M-V functional and the def2-TZVPD basis
S 0.10 -1.04 -1.78
S 2.56 0.79 -1.82
C -1.04 -0.39 -0.56
C 1.15 0.29 -1.24
C 0.40 0.96 -0.17
C -0.21 -0.17 0.72
C -1.02 1.12 -0.76
C 0.56 -1.28 1.38
H -1.63 1.67 -0.06
H -0.85 0.35 1.48
H 1.27 -0.90 2.13
H 0.83 1.81 0.37
H -0.20 -1.90 1.84
H -2.01 -0.91 -0.52
H 1.19 -1.91 0.76
H -1.10 1.52 -1.78
```